# 1
ORCA calculation (ωB97M-V/def2-TZVPD) on a molecular structure, C30H42AsN3ORuS4.

Each line ends with the Löwdin spin population.
CARTESIAN COORDINATES (ANGSTROEM)
1 Ru 0.505 -0.277 -1.144  0.63
2 As 1.752 0.540 0.754  0.00
3 S -2.094 -0.364 -1.334  0.00
4 S 0.313 1.598 -2.409  0.17
5 S 0.586 -2.495 -0.620  0.13
6 S 2.507 -0.588 -2.139  -0.01
7 O -1.222 0.859 1.325  0.00
8 N -0.159 -1.336 -3.426  0.00
9 N -1.980 1.737 3.293  0.00
10 N -3.238 0.148 2.195  0.00
11 C 2.280 -2.926 -0.765  0.01
12 C -1.368 -1.864 -3.513  0.00
13 C 4.135 -4.399 -0.330  0.00
14 C 3.143 -2.110 -1.479  0.01
15 C -3.572 1.929 -1.177  0.00
16 C -1.567 -3.131 -4.041  0.00
17 C 3.691 0.224 0.730  0.00
18 C 0.797 -3.215 -4.502  0.00
19 C -0.458 -3.811 -4.526  0.00
20 C -3.815 3.286 -1.338  0.01
21 C -2.814 4.097 -1.852  0.00
22 C 2.796 -4.087 -0.184  0.01
23 C 4.442 0.910 1.870  0.00
24 C -3.243 -1.205 1.682  0.00
25 C -1.023 2.826 3.283  0.00
26 C -2.336 1.397 -1.509  0.01
27 C -1.575 3.566 -2.180  0.01
28 C 1.811 2.495 0.946  0.00
29 C -4.541 0.693 2.521  0.00
30 C 4.988 -3.571 -1.057  0.01
31 C 1.389 -0.185 2.550  0.00
32 C 4.491 -2.414 -1.628  0.00
33 C 0.730 3.377 0.336  0.00
34 C 0.899 -1.958 -3.931  0.00
35 C 0.432 -1.351 2.730  0.00
36 C -2.095 0.917 2.204  0.00
37 C -2.609 1.452 4.573  0.00
38 C 2.142 -1.127 -3.843  0.00
39 C -1.309 2.211 -2.002  0.02
40 C -2.443 -0.926 -3.037  0.00
41 H -2.248 -1.486 1.351  0.00
42 H -1.843 1.450 5.351  0.00
43 H -1.489 3.774 3.002  0.00
44 H 2.136 -4.734 0.380  0.00
45 H 0.784 4.370 0.786  0.00
46 H -0.273 2.980 0.479  0.00
47 H 2.772 2.757 0.499  0.00
48 H -2.996 5.153 -2.001  0.00
49 H -4.350 1.270 -0.811  0.00
50 H 4.524 -5.297 0.131  0.00
51 H 4.120 0.566 2.852  0.00
52 H -5.178 0.681 1.631  0.00
53 H 3.037 -1.631 -4.204  0.00
54 H -3.928 -1.310 0.839  0.00
55 H -0.797 4.208 -2.574  0.00
56 H -2.555 -3.569 -4.079  0.00
57 H 1.998 -0.202 -4.403  0.00
58 H 1.663 -3.713 -4.915  0.00
59 H 6.033 -3.825 -1.167  0.00
60 H 2.374 -0.513 2.882  0.00
61 H 5.506 0.688 1.785  0.00
62 H -5.038 0.109 3.300  0.00
63 H -0.597 2.939 4.280  0.00
64 H 3.846 -0.855 0.761  0.00
65 H -3.360 2.199 4.839  0.00
66 H -3.434 -1.372 -3.064  0.00
67 H 0.709 -2.199 2.105  0.00
68 H 1.904 2.658 2.022  0.00
69 H 1.097 0.669 3.162  0.00
70 H -4.778 3.700 -1.074  0.00
71 H 0.468 -1.676 3.772  0.00
72 H -0.229 2.608 2.581  0.00
73 H 4.078 0.578 -0.227  0.00
74 H -0.590 -1.086 2.486  0.00
75 H 0.887 3.479 -0.733  0.00
76 H -4.452 1.722 2.857  0.00
77 H -2.433 -0.032 -3.660  0.00
78 H -3.077 0.473 4.553  0.00
79 H -0.574 -4.806 -4.934  0.00
80 H -3.562 -1.895 2.469  0.00
81 H 5.141 -1.744 -2.179  0.00
82 H 4.336 1.993 1.844  0.00

**2S+1**: 2
**DFT total energy**: -145067.9810 eV
**E_HOMO (spin up / spin down)**: -9.9 / -10.1 eV
**LUMO (spin up / spin down)**: -0.10925 / -0.13489 Eh
**Energy relative to the best compared isomer or geometry (same formula, charge and spin)**: 224.64 kJ/mol
**Frontier orbital gap (spin up / spin down)**: 6.97 / 6.40 eV
**Net charge**: +1
**<S²>**: 0.760

# 2
ORCA calculation (ωB97M-V/def2-TZVPD) on a molecular structure, C30H42AuBN2O2S5.

Each line ends with the Mulliken charge.
CARTESIAN COORDINATES (ANGSTROEM)
1 Au 0.048 -0.550 0.275  0.29
2 S -1.341 0.576 1.978  -0.06
3 S 1.576 -1.518 -1.658  -0.11
4 S 1.866 0.947 1.595  -0.53
5 S -0.359 -0.398 -5.221  -0.05
6 S 0.238 1.505 -2.258  0.09
7 O -2.026 -2.476 -0.866  -0.10
8 O -2.831 -0.374 -0.490  -0.26
9 N 1.778 1.744 4.103  0.09
10 N -0.704 0.576 4.538  0.18
11 C 1.079 1.977 5.364  -0.78
12 C -3.415 -2.521 -1.357  1.65
13 C 3.200 2.096 4.069  -1.33
14 C 4.703 -0.990 5.677  -0.77
15 C -3.010 2.583 4.533  -0.06
16 C 4.729 1.760 6.043  -0.35
17 C 5.447 -0.436 6.711  -0.44
18 C -2.818 1.490 5.376  1.05
19 C -0.280 0.773 3.308  0.18
20 C 0.188 2.092 -3.978  -0.82
21 C 0.226 -1.784 -2.878  0.37
22 C 3.975 -0.173 4.830  -0.13
23 C 3.990 1.210 5.002  0.64
24 C -2.094 0.261 4.871  -1.67
25 C 2.023 1.290 -1.981  -0.65
26 C 2.553 -0.108 -2.283  -0.52
27 C 0.610 -1.682 -4.353  -1.05
28 C 0.224 0.767 5.651  -0.70
29 C -4.787 -1.326 0.495  -1.90
30 C -4.866 -0.401 -1.818  -1.80
31 C -3.274 1.545 6.687  -0.33
32 C -4.100 3.771 6.313  -0.44
33 C -4.083 -3.772 -0.821  -1.82
34 C -3.647 3.719 5.000  -0.85
35 C -4.024 -1.169 -0.817  1.42
36 C 5.454 0.939 6.894  -0.60
37 C 0.632 1.122 -5.070  -0.65
38 C 1.125 1.190 3.094  0.87
39 C -3.337 -2.598 -2.877  -1.83
40 C -3.918 2.682 7.152  -0.65
41 B -1.802 -1.226 -0.449  0.23
42 H 6.020 -1.073 7.370  0.41
43 H 1.666 -1.485 -4.518  0.48
44 H 0.361 -2.605 -4.874  0.36
45 H -5.675 -1.939 0.357  0.40
46 H 1.820 2.122 6.146  0.48
47 H -4.154 -1.768 1.266  0.28
48 H -0.348 0.902 6.567  0.47
49 H -3.799 4.562 4.340  0.43
50 H 3.544 1.981 3.045  0.42
51 H -0.854 2.374 -4.126  0.42
52 H 1.685 0.855 -4.989  0.31
53 H -0.109 -2.787 -2.612  0.51
54 H -4.592 4.661 6.679  0.41
55 H 4.750 2.834 6.187  0.39
56 H 2.544 2.026 -2.595  0.58
57 H 0.860 -0.117 5.756  0.39
58 H -2.783 -3.495 -3.152  0.50
59 H 6.022 1.375 7.704  0.40
60 H -5.279 0.481 -1.332  0.46
61 H 3.522 -0.251 -1.802  0.48
62 H 2.191 1.546 -0.937  0.00
63 H 0.806 2.991 -4.023  0.42
64 H -4.035 -3.835 0.264  0.36
65 H -5.689 -1.022 -2.169  0.38
66 H 3.302 3.144 4.359  0.42
67 H -5.128 -3.787 -1.132  0.38
68 H -0.568 -1.081 -2.660  -0.37
69 H -4.337 -2.673 -3.299  0.46
70 H 0.456 2.874 5.290  0.37
71 H 4.699 -2.062 5.529  0.42
72 H -2.837 -1.729 -3.305  0.18
73 H -2.092 -0.513 5.641  0.50
74 H 2.688 -0.275 -3.348  0.29
75 H -3.592 -4.650 -1.238  0.46
76 H 3.412 -0.607 4.010  0.48
77 H 0.485 1.630 -6.024  0.43
78 H -2.671 2.534 3.504  0.30
79 H -2.573 -0.132 3.976  0.49
80 H -4.277 -0.075 -2.673  0.36
81 H -5.087 -0.335 0.833  0.51
82 H -4.278 2.716 8.171  0.40
83 H -3.139 0.695 7.346  0.40

**DFT total energy**: -97401.1897 eV
**E_HOMO**: -13.3 eV
**LUMO**: -0.27573 Eh
**Energy relative to the best compared isomer or geometry (same formula, charge and spin)**: 53.33 kJ/mol
**Frontier orbital gap**: 5.81 eV
**Net charge**: +2

# 3
ORCA calculation (ωB97M-V/def2-TZVPD) on 3 unconnected molecules or ions with the total composition C30H42BN2O9P.

Each line ends with the Mulliken charge.
CARTESIAN COORDINATES (ANGSTROEM)
1 P -3.766 4.026 -0.146  0.69
2 O -4.769 4.596 -1.064  -0.72
3 O 5.067 -5.895 -2.267  -0.60
4 O -3.880 7.333 7.082  -0.61
5 O -2.713 5.116 0.401  -0.41
6 O -4.303 9.397 6.648  -0.61
7 O -5.473 0.575 0.317  -0.38
8 O -4.279 -1.321 -2.530  -0.53
9 O 7.170 -5.461 -2.135  -0.62
10 O -2.834 2.968 -0.916  -0.38
11 N -3.945 8.282 6.328  1.02
12 N 6.167 -6.044 -1.777  1.06
13 C -5.024 -0.260 -1.915  -0.14
14 C -2.810 7.662 2.310  -0.48
15 C 6.290 -6.992 -0.657  0.14
16 C -2.216 -1.258 -1.273  -0.58
17 C -3.591 9.133 4.047  -0.39
18 C -3.167 6.801 4.524  -0.47
19 C -2.209 -0.837 -3.630  -1.03
20 C -5.499 -0.578 -0.496  -0.59
21 C 7.628 -8.037 1.013  -0.40
22 C -3.210 8.923 2.731  -0.43
23 C -4.254 0.738 1.009  -0.17
24 C 1.412 -0.590 -2.290  3.58
25 C 3.137 -1.945 -0.724  2.89
26 C -0.105 -0.762 -2.415  -0.28
27 C 4.402 -1.183 -1.166  -1.72
28 C 6.511 -8.736 1.453  -0.42
29 C -0.818 -0.659 -3.606  -0.57
30 C 7.522 -7.157 -0.052  -0.41
31 C -0.839 -1.061 -1.255  -0.15
32 C -2.790 6.599 3.206  -0.29
33 C 1.691 0.639 -1.428  -2.11
34 C 3.530 -3.455 -0.588  -2.00
35 C 5.284 -8.559 0.827  -0.45
36 C 2.021 -0.316 -3.675  -2.45
37 C 2.680 -1.496 0.681  -1.76
38 C -3.559 8.065 4.924  0.12
39 C 2.003 -1.938 -1.764  -2.48
40 C 5.168 -7.680 -0.237  -0.30
41 C -2.914 -1.142 -2.475  0.22
42 C -4.411 1.878 1.997  -0.85
43 B -4.709 3.259 1.341  0.29
44 H -5.572 3.946 1.777  -0.05
45 H -4.413 0.641 -1.909  0.06
46 H 6.597 -9.419 2.288  0.38
47 H 2.862 -3.898 0.149  0.41
48 H 3.084 -2.139 1.455  0.44
49 H -6.541 -0.889 -0.538  0.32
50 H 3.348 -3.982 -1.519  0.41
51 H 1.118 1.480 -1.818  0.52
52 H 4.217 -7.535 -0.729  0.44
53 H -5.891 -0.104 -2.548  0.34
54 H -2.742 -0.749 -4.565  0.45
55 H 8.583 -8.176 1.501  0.37
56 H -4.952 -1.407 -0.049  0.39
57 H -3.905 10.110 4.380  0.45
58 H 4.548 -3.579 -0.236  0.45
59 H -1.886 5.035 -0.091  0.27
60 H -2.714 -1.511 -0.352  0.46
61 H 2.734 0.935 -1.474  0.40
62 H 2.989 -0.473 0.883  0.31
63 H -0.322 -0.431 -4.533  0.47
64 H -2.483 5.618 2.878  0.48
65 H 1.222 -2.584 -1.371  0.58
66 H -3.071 2.963 -1.852  0.25
67 H 4.443 -1.143 -2.252  0.28
68 H 1.534 0.530 -4.154  0.54
69 H 8.384 -6.610 -0.402  0.45
70 H -2.517 7.504 1.283  0.38
71 H 1.402 0.523 -0.388  0.32
72 H 4.439 -0.172 -0.773  0.35
73 H -3.473 1.950 2.559  0.36
74 H -3.154 5.984 5.230  0.43
75 H -0.312 -1.144 -0.316  0.25
76 H -5.180 1.613 2.721  0.30
77 H 4.416 -9.106 1.170  0.37
78 H 1.884 -1.189 -4.308  0.49
79 H 5.300 -1.699 -0.845  0.42
80 H 2.394 -2.468 -2.631  0.48
81 H -3.961 -0.186 1.514  0.44
82 H -3.227 9.747 2.031  0.38
83 H -3.449 0.977 0.306  0.18
84 H 3.078 -0.091 -3.586  0.41
85 H 1.594 -1.502 0.753  0.31

**DFT total energy**: -63159.7267 eV
**E_HOMO**: -8.9 eV
**LUMO**: -0.02034 Eh
**Structure (SMILES)**: CC(C)(C)CC(C)(C)c1ccc(OCCOCCBP(=O)(O)O)cc1.O=[N+]([O-])c1ccccc1.O=[N+]([O-])c1ccccc1
**Frontier orbital gap**: 8.33 eV
**Net charge**: 0